A 2-piece molecular cluster, C2H3N3O2 overall, computed with ωB97M-V/def2-TZVPD.

## Properties
maximum force = 0.135 hartree/bohr
gap between HOMO and LUMO = 7.6 eV
E = -10682.8572 eV

```
10
C2H3N3O2 ωB97M-V/def2-TZVPD
C 0.765 -0.379 -0.611
C -0.621 0.696 0.730
H 1.728 -2.199 -1.163
H -1.592 -1.089 1.341
H -1.626 1.679 2.194
N -0.291 -1.171 -0.489
N -1.151 -0.477 0.435
N -0.963 1.763 1.367
O 1.580 -0.868 -1.596
O 0.603 0.731 0.062
```

Population analysis type Löwdin, resulting atomic charges in e: -0.50, -0.53, 0.37, 0.24, 0.07, 0.08, 0.03, 0.12, -0.02, 0.14


A 2-piece molecular cluster, C3H7N3O overall, computed with ωB97M-V/def2-TZVPD.

## Properties
maximum force = 0.137 hartree/bohr
gap between HOMO and LUMO = 9.1 eV
E = -9734.6561 eV

```
14
C3H7N3O ωB97M-V/def2-TZVPD
C 1.136 1.251 1.620
C 0.556 0.709 0.292
C -2.163 -1.693 0.346
H 2.349 1.455 1.553
H 0.677 2.234 2.081
H 0.978 0.103 2.212
H -0.737 -0.439 1.613
H -2.788 -2.341 -0.362
H -2.260 -1.818 1.545
H 0.452 -0.772 -1.812
N -0.816 0.263 0.425
N -1.298 -0.862 -0.267
N 1.482 0.684 -0.755
O 1.073 -0.076 -2.024
```

Population analysis type Löwdin, resulting atomic charges in e: -0.10, -0.42, -0.05, 0.12, 0.10, 0.13, 0.21, 0.08, 0.10, 0.02, -0.02, -0.13, 0.08, -0.12


One molecule with the formula HI3Si, computed with ωB97M-V/def2-TZVPD.

## Properties
maximum force = 0.028 hartree/bohr
gap between HOMO and LUMO = 8.4 eV
E = -32198.1394 eV

```
5
HI3Si ωB97M-V/def2-TZVPD
I 0.853 -0.125 2.280
Si -0.091 -0.113 -0.004
I 1.610 -0.819 -1.617
I -2.507 -0.229 -0.332
H 0.134 1.286 -0.328
```

Population analysis type Löwdin, resulting atomic charges in e: 0.33, -0.89, 0.35, 0.38, -0.17


A 2-piece molecular cluster, C20H27F3N3O10S2 overall, computed with ωB97M-V/def2-TZVPD.

## Properties
total charge = -1
maximum force = 0.062 hartree/bohr
gap between HOMO and LUMO = 1.3 eV
E = -75939.7957 eV

```
65
C20H27F3N3O10S2 ωB97M-V/def2-TZVPD
C -5.536 1.949 -2.079
C -6.252 0.643 -2.432
C -5.506 -0.626 -1.966
O -4.677 -0.377 -0.828
C -3.810 -1.352 -0.573
O -3.343 -2.080 -1.362
C -3.403 -1.450 0.899
S -1.644 -0.989 0.968
N -0.678 -2.217 2.028
N -1.426 -3.399 2.307
C 0.562 -2.572 1.269
C 1.672 -1.537 1.354
O 2.450 -1.585 0.180
C 3.756 -1.120 0.494
C 4.513 -0.785 -0.812
F 5.050 0.369 -0.650
F 3.683 -0.774 -1.816
F 5.483 -1.652 -1.031
C -0.412 -1.553 3.342
C 0.442 -2.385 4.321
C 1.483 -1.491 4.982
N 2.827 -1.836 5.010
O 1.107 -0.508 5.518
O -6.311 0.594 -3.874
C -7.350 -0.092 -4.343
O -7.970 -0.885 -3.740
C -7.661 0.199 -5.794
S -7.432 1.995 -6.114
H -5.015 1.922 -1.128
H -6.295 2.726 -1.992
H -4.900 2.226 -2.916
H -7.239 0.657 -1.980
H -4.979 -1.035 -2.825
H -6.267 -1.352 -1.676
H -4.020 -0.774 1.484
H -3.616 -2.475 1.205
H -0.806 -4.143 2.628
H -1.792 -3.733 1.416
H 0.972 -3.543 1.555
H 0.278 -2.661 0.221
H 2.312 -1.768 2.210
H 1.306 -0.510 1.484
H 4.336 -1.873 1.038
H 3.677 -0.205 1.087
H -1.388 -1.420 3.795
H -0.004 -0.556 3.228
H 0.958 -3.228 3.847
H -0.187 -2.823 5.089
H 3.176 -2.131 4.102
H 3.320 -0.970 5.224
H -8.641 -0.163 -6.066
H -6.879 -0.301 -6.365
H -7.808 2.080 -7.408
C 6.856 3.127 -0.624
C 6.443 3.595 0.621
C 7.113 4.906 1.065
O 6.801 5.486 2.108
C 8.146 5.456 0.220
C 8.572 4.978 -1.024
C 7.824 3.724 -1.515
O 8.025 3.221 -2.620
O 9.462 5.459 -1.743
O 5.603 3.060 1.375
H 6.419 2.213 -1.008
H 8.619 6.343 0.630
```

Population analysis type Löwdin, resulting atomic charges in e: 0.00, -0.29, -0.08, 0.01, -0.62, 0.13, -0.36, 1.01, -0.52, 0.08, -0.16, -0.21, -0.10, -0.06, -0.70, 0.20, 0.19, 0.17, -0.18, -0.08, -0.56, 0.16, 0.11, -0.02, -0.61, 0.15, -0.41, 0.72, 0.08, 0.08, 0.09, 0.15, 0.14, 0.14, 0.08, 0.08, 0.09, 0.10, 0.13, 0.12, 0.10, 0.14, 0.14, 0.15, 0.12, 0.11, 0.11, 0.13, 0.08, 0.12, 0.08, 0.09, -0.15, 0.02, -0.42, -0.39, -0.01, 0.02, -0.42, -0.38, 0.01, -0.02, -0.04, 0.08, 0.10


A 2-piece molecular cluster, C5H8O2 overall, computed with ωB97M-V/def2-TZVPD.

## Properties
maximum force = 0.029 hartree/bohr
gap between HOMO and LUMO = 9.8 eV
E = -9406.0660 eV

```
15
C5H8O2 ωB97M-V/def2-TZVPD
O -2.756 0.619 -0.006
C -1.612 0.332 -0.263
C -1.002 -0.538 -1.367
C 0.354 0.065 -1.031
C 0.966 -0.602 0.073
C -0.256 0.804 0.167
H -1.090 -1.615 -1.198
H -1.319 -0.268 -2.368
H 0.983 0.601 -1.722
H 2.054 -0.540 0.229
H 0.586 -1.548 0.462
H -0.058 1.827 0.521
O 1.109 -0.058 2.375
H 1.728 0.665 2.222
H 0.315 0.256 1.905
```

Population analysis type Löwdin, resulting atomic charges in e: 0.09, -0.39, -0.05, -0.32, 0.03, -0.04, 0.12, 0.12, 0.14, 0.11, 0.12, 0.14, -0.10, 0.05, -0.01


A 3-piece molecular cluster, C38H37BF6O4 overall, computed with ωB97M-V/def2-TZVPD.

## Properties
maximum force = 0.059 hartree/bohr
gap between HOMO and LUMO = 2.4 eV
E = -65176.2710 eV

```
86
C38H37BF6O4 ωB97M-V/def2-TZVPD
C -5.969 -1.290 4.809
C -5.166 -1.693 3.585
C -3.965 -0.833 3.649
C -4.080 0.025 4.763
O -5.233 -0.163 5.466
C -2.991 0.851 5.129
C -1.806 0.704 4.431
C -1.667 -0.221 3.359
C -0.392 -0.540 2.781
C 0.884 -0.391 3.493
C 1.632 -1.571 3.691
C 2.901 -1.528 4.219
C 3.477 -0.267 4.490
O 4.791 -0.316 4.826
C 5.198 -1.733 4.803
C 3.947 -2.565 4.485
C 2.759 0.925 4.364
C 1.454 0.843 3.940
C -2.808 -0.917 2.914
H -6.976 -0.939 4.541
H -6.068 -2.096 5.546
H -4.851 -2.741 3.598
H -5.732 -1.511 2.669
H -3.082 1.575 5.926
H -0.931 1.255 4.737
H -0.466 -1.483 2.234
H 1.172 -2.530 3.451
H 5.971 -1.822 4.031
H 5.625 -1.946 5.792
H 3.684 -3.188 5.349
H 4.123 -3.228 3.635
H 3.266 1.863 4.588
H 0.861 1.756 3.976
H -2.796 -1.585 2.058
C 0.960 2.763 -1.391
C 0.922 2.533 0.115
C 1.734 3.626 0.782
C -0.590 2.341 0.585
C -0.825 2.913 1.973
C -1.690 2.900 -0.293
O -0.734 0.910 0.627
B 0.563 0.426 0.815
C 0.937 -1.075 0.447
C -0.042 -2.037 0.224
C 0.296 -3.374 0.408
C -0.774 -4.401 0.579
F -1.039 -4.604 1.917
F -1.954 -4.033 -0.014
F -0.402 -5.609 0.061
C 1.625 -3.745 0.570
C 2.612 -2.761 0.491
C 4.027 -3.205 0.557
F 4.466 -3.716 -0.644
F 4.873 -2.184 0.900
F 4.198 -4.208 1.489
C 2.281 -1.409 0.409
C -0.741 -0.906 -2.550
C 0.584 -1.233 -2.858
C 0.976 -2.602 -2.825
C 2.292 -2.986 -2.971
C 3.295 -2.043 -3.212
C 2.943 -0.692 -3.323
C 1.619 -0.291 -3.203
O 1.578 1.311 0.500
H 0.564 3.770 -1.606
H 1.996 2.730 -1.766
H 0.343 2.030 -1.943
H 1.243 4.600 0.656
H 1.905 3.408 1.842
H 2.717 3.676 0.295
H -0.668 4.001 1.973
H -1.856 2.734 2.280
H -0.139 2.473 2.706
H -1.634 3.995 -0.331
H -1.676 2.491 -1.303
H -2.657 2.633 0.146
H -1.088 -1.753 0.086
H 1.895 -4.783 0.695
H 3.066 -0.649 0.397
H -1.467 -1.693 -2.383
H -1.048 0.132 -2.602
H 0.205 -3.349 -2.651
H 2.552 -4.048 -2.938
H 4.335 -2.366 -3.355
H 3.719 0.030 -3.569
H 1.336 0.743 -3.403
```

Population analysis type Löwdin, resulting atomic charges in e: -0.10, -0.11, -0.17, -0.21, -0.01, 0.02, -0.01, -0.19, 0.00, -0.19, 0.04, -0.14, -0.23, -0.02, -0.10, -0.09, 0.02, -0.03, 0.05, 0.12, 0.12, 0.13, 0.12, 0.11, 0.10, 0.09, 0.14, 0.12, 0.12, 0.12, 0.10, 0.12, 0.09, 0.13, -0.01, -0.44, -0.01, -0.44, -0.01, -0.01, 0.13, -0.65, -0.07, -0.01, -0.12, -0.51, 0.11, 0.11, 0.12, 0.06, -0.11, -0.50, 0.11, 0.12, 0.10, 0.07, 0.09, -0.31, -0.05, -0.10, -0.09, -0.09, -0.03, 0.14, 0.10, 0.10, 0.07, 0.09, 0.09, 0.10, 0.10, 0.10, 0.06, 0.10, 0.08, 0.10, 0.13, 0.14, 0.15, 0.06, 0.05, 0.11, 0.11, 0.11, 0.10, 0.09